1.
Density functional theory data (wB97M-V/def2-TZVPD) for the molecule C3H4S at a distorted geometry.

Geometry as XYZ:
```
8
Properties=species:S:1:pos:R:3:forces:R:3
S 2.174634 -0.485179 -0.004427 0.53 -0.42 0.10
C 1.225413 1.138441 0.065091 -0.50 -2.34 -0.14
C 0.497531 0.092657 -0.012710 -4.44 -1.39 0.64
C -1.183854 -0.605612 -0.022545 3.51 2.91 3.43
H 1.494696 2.051591 -0.289235 0.47 2.47 -0.38
H -1.059415 -1.477040 -0.597813 -0.52 -0.45 -1.61
H -1.324728 -1.043414 1.051077 0.27 1.26 -1.74
H -1.824277 0.328553 -0.189441 0.68 -2.04 -0.30
```
Forces are in eV/Å.

Properties
- SMILES: CC1=CS1
- Lowest unoccupied orbital energy: 0.0301 hartree
- Electronic energy: -14006.905 eV
- Kohn-Sham gap: 8.410 eV

***

2.
Density functional theory data (wB97M-V/def2-TZVPD) for a structure of composition C37H33BN6Tc.

Geometry as XYZ:
```
78
Properties=species:S:1:pos:R:3:forces:R:3
Tc -0.219690 0.433816 -0.115102 -0.12 0.06 0.01
N -1.830279 1.622130 -1.720295 -0.02 -0.01 -0.01
N 0.436209 2.685075 -1.143950 -0.02 -0.02 0.04
N -1.405852 2.563980 0.654647 -0.01 -0.01 0.04
N -1.078196 1.367430 1.310506 0.01 -0.05 -0.06
N -1.523987 0.273740 -1.490291 0.05 -0.02 0.04
N 1.162161 1.543483 -0.755320 0.09 0.09 -0.03
C 0.402955 -1.107507 0.363924 -0.03 0.02 0.00
C 4.486339 -0.859841 0.696845 0.00 0.00 0.00
C -3.197901 2.936306 -3.326020 0.00 -0.01 0.00
C 2.565983 2.924958 -1.771990 0.01 0.01 0.00
C -1.185751 0.376120 3.557338 0.00 0.04 0.01
C -2.329886 4.788817 1.270861 0.00 -0.01 0.00
C -0.602366 0.588517 4.806529 0.01 -0.01 0.01
C -1.975472 -4.719854 -2.314767 0.00 0.00 -0.01
C -0.464558 -0.472280 5.687278 -0.01 0.00 0.00
C -2.230639 -2.626190 -1.164804 0.01 -0.02 0.00
C 5.441672 -0.526327 -1.493093 0.00 0.00 0.00
C 1.285544 3.511671 -1.758829 0.02 0.00 -0.03
C 1.153493 -3.314604 -0.254002 0.00 0.01 0.00
C 5.450319 -1.162675 -0.257855 0.00 0.00 0.00
C -2.176872 -0.494519 -2.419276 -0.01 -0.04 0.00
C -2.870321 0.360991 -3.242626 0.01 0.00 0.01
C -0.926229 -1.735067 5.334580 0.00 0.01 0.00
C 1.328195 -2.525535 2.084204 0.00 0.01 -0.01
C -2.082605 -1.951067 -2.379054 -0.02 0.03 -0.02
C 2.135622 -4.690489 1.445262 0.00 0.00 0.00
C -1.649149 -0.893619 3.203377 0.00 -0.02 0.01
C -2.181256 -4.009866 -1.137555 0.00 0.01 0.01
C -1.845928 2.774223 2.834294 0.01 -0.01 -0.01
C -1.366058 1.498736 2.641109 -0.01 -0.01 0.02
C 1.754607 -4.493639 0.116555 0.00 -0.01 0.01
C -1.523338 -1.944511 4.096803 -0.01 0.00 -0.01
C 2.481305 1.713560 -1.133315 -0.06 -0.03 0.01
C 1.923505 -3.716237 2.423935 0.00 -0.01 -0.01
C 0.886952 4.834199 -2.301188 -0.01 -0.01 0.01
C 0.941250 -2.321757 0.735335 0.00 0.00 0.00
C 3.487544 0.707400 -0.830957 0.01 0.00 0.00
C 3.503103 0.071661 0.413969 0.00 0.01 -0.01
C -1.830820 -4.049262 -3.523550 0.00 0.00 0.00
C -1.864646 3.414863 1.585238 0.01 0.01 -0.01
C -2.641366 1.670876 -2.785867 0.00 0.01 0.00
C -1.894201 -2.665642 -3.562185 0.00 -0.02 0.00
C 4.467952 0.414204 -1.780784 0.00 0.00 0.01
B -1.132441 2.777054 -0.888505 0.05 -0.02 -0.03
H -2.671980 5.278321 2.178631 0.00 0.00 0.00
H -1.683830 -4.605468 -4.439208 0.00 0.00 0.00
H -0.842597 -2.553315 6.037424 0.00 0.00 0.00
H -1.524591 5.385065 0.840355 0.00 0.00 0.00
H -2.334440 -4.537986 -0.205633 0.00 0.00 0.00
H -3.155784 4.764827 0.558899 0.00 0.00 0.00
H 0.138433 4.720826 -3.086533 0.00 0.00 0.00
H -0.251150 1.574363 5.084514 0.00 0.00 -0.01
H -3.838990 2.724138 -4.177279 0.00 0.00 0.00
H 1.752517 5.338656 -2.721604 0.00 0.00 0.00
H -1.917308 -2.919819 3.843112 0.00 0.00 0.00
H 6.200074 -0.757853 -2.228150 0.00 0.00 0.00
H 1.930757 -5.268396 -0.616670 0.00 0.00 0.00
H 1.146277 -1.754002 2.821288 0.00 0.00 0.00
H -1.532700 3.831916 -1.236789 -0.01 0.00 0.00
H -1.952331 -5.801318 -2.294436 0.00 0.00 0.00
H 0.841194 -3.136365 -1.274837 0.00 -0.01 0.00
H 2.226165 -3.901895 3.445278 0.00 0.01 0.00
H 4.526652 -1.326531 1.672234 0.00 0.00 0.00
H 6.225712 -1.882058 -0.030869 0.00 0.00 0.00
H 0.463980 5.463927 -1.517711 0.00 0.00 0.00
H -2.401963 3.606545 -3.652240 0.00 0.00 0.00
H -0.011985 -0.310244 6.655951 0.00 0.00 0.00
H -2.454635 -2.075399 -0.257322 0.00 0.00 -0.01
H -2.170493 -1.042805 2.263757 0.00 0.01 0.00
H 3.459486 3.378107 -2.168542 0.00 0.00 0.00
H 4.456435 0.908087 -2.744269 0.00 0.00 0.00
H -3.516283 0.083779 -4.059120 0.00 -0.01 0.00
H -1.787433 -2.142869 -4.504391 0.00 0.01 0.00
H -2.196645 3.194456 3.762240 0.00 0.00 0.00
H -3.788506 3.452538 -2.568138 0.00 0.01 0.00
H 2.795220 0.362191 1.183215 0.00 0.00 0.00
H 2.605837 -5.624741 1.725435 0.00 0.00 0.00
```
Forces are in eV/Å.

Properties
- Lowest unoccupied orbital energy: -0.3966 hartree
- Net charge: +3
- Electronic energy: -50694.835 eV
- Kohn-Sham gap: 5.940 eV

***

3.
Density functional theory data (wB97M-V/def2-TZVPD) for a structure of composition C30H48P2V at a distorted geometry.

Geometry as XYZ:
```
81
Properties=species:S:1:pos:R:3:forces:R:3
V 2.545270 2.305210 -2.200734 -4.41 -4.03 3.40
P 0.852564 -1.951211 -3.308450 0.49 2.65 1.16
P -1.814700 -0.138923 -2.536998 -0.78 -0.32 0.67
C 3.361932 0.611387 0.987108 0.72 -0.03 -0.12
C -1.583028 -0.747033 -4.272764 0.13 0.10 -0.32
C -0.124695 1.989567 0.886861 0.46 -0.49 0.03
C -0.367051 0.605765 1.134709 1.83 -1.33 0.29
C -2.382667 1.590834 -2.783756 0.05 0.17 -0.21
C 1.291001 2.183755 0.826616 1.04 -1.52 -0.63
C -0.894614 -5.474716 -2.229216 0.02 0.14 -0.01
C 3.568592 1.871821 -3.785892 0.17 -0.02 0.04
C 4.597382 4.196443 -2.966971 0.41 0.21 -0.01
C -1.786091 -3.760659 -0.763099 0.33 -0.04 -0.22
C -0.032307 -4.540784 -2.804508 -0.13 0.10 -0.21
C -3.477059 -0.929543 -2.323032 -0.28 0.11 0.00
C 0.888398 -0.053005 1.239102 -3.05 0.49 -0.20
C 1.375968 -0.563944 -2.347159 0.27 -0.25 0.14
C 4.468351 2.670306 -2.832539 2.45 0.48 -1.04
C -0.889727 -2.835986 -1.308092 -0.08 0.03 0.06
C 1.493744 2.929002 -4.785214 -0.20 0.06 -0.54
C 2.069333 4.165039 -2.550544 -1.18 0.79 -1.06
C 3.250205 4.922326 -3.128632 0.30 1.04 -0.32
C 1.913247 0.909863 1.019162 -0.29 2.56 -0.56
C -1.689887 -0.048424 1.292449 -0.51 -0.33 0.16
C 1.229244 3.202518 -3.327940 0.44 1.73 -0.21
C 2.958991 2.485357 -5.015001 -0.09 0.32 -1.26
C -0.165997 -1.219654 -4.640417 0.09 -0.55 -0.34
C 2.238526 -2.756539 -4.114374 0.29 -0.54 -0.64
C -0.083859 -3.196262 -2.401483 0.11 -0.22 0.53
C -1.163290 3.030294 0.739524 -0.24 0.39 -0.22
C 1.093647 -1.494441 1.491748 0.02 -0.47 0.12
C -1.804574 -5.071327 -1.245481 0.03 0.09 -0.14
C 1.998804 3.478977 0.646110 0.05 0.72 0.58
H 0.680304 -4.850744 -3.581629 -0.54 0.05 0.34
H -1.740925 -1.013736 0.763602 0.02 0.34 0.14
H 3.622849 -0.121110 0.197657 -0.21 0.11 0.34
H -3.777641 -0.885936 -1.270040 -0.04 0.06 -0.16
H 1.390326 4.225357 0.115170 0.27 -0.33 0.16
H 2.063613 -2.769660 -5.198522 0.24 -0.17 0.18
H 1.231948 3.803659 -5.407926 0.24 -0.16 0.20
H 1.513943 4.798380 -1.836239 0.18 -0.78 -0.19
H 5.288185 4.430566 -3.791962 -0.30 -0.13 0.15
H 3.555189 3.325668 -5.403318 -0.10 -0.21 0.17
H -2.537092 -5.778907 -0.857413 0.27 0.12 -0.04
H 2.067369 0.143042 -2.876055 -0.31 -1.08 -0.01
H -2.294244 -1.573148 -4.433895 0.29 0.33 0.05
H 0.178811 3.123620 -3.027477 0.38 0.03 0.19
H -4.231172 -0.416475 -2.936560 0.03 -0.22 0.14
H 2.386695 -3.780741 -3.748221 0.08 0.32 -0.17
H -2.478030 -3.448889 0.021473 0.27 -0.13 -0.16
H 3.962932 1.514121 0.787589 -0.17 -0.25 0.22
H -1.878309 0.082515 -4.935626 0.10 -0.44 -0.04
H 4.185634 2.410388 -1.739987 1.61 0.38 -0.43
H 3.959679 0.864333 -3.971177 0.00 0.27 0.39
H 5.107238 4.572936 -2.063323 -0.18 -0.23 -0.26
H 3.344238 5.878573 -2.583364 -0.13 -0.36 -0.24
H -0.824343 -1.818390 -0.903315 -0.08 -0.51 -0.36
H 5.474601 2.230645 -2.917658 -0.40 0.04 0.45
H 2.958333 1.733419 -5.824016 0.15 0.32 0.28
H -3.208149 1.794709 -2.078957 0.37 0.00 -0.32
H 1.709411 -0.845675 -1.339674 -0.04 0.20 -0.27
H 3.094451 5.232290 -4.176143 -0.05 -0.31 0.27
H -3.440028 -1.986776 -2.615060 0.02 0.25 0.11
H -1.910260 -0.263084 2.352402 -0.02 0.11 -0.29
H -0.215693 -1.990302 -5.423033 -0.03 0.34 -0.11
H -2.499269 0.581224 0.902752 0.12 -0.16 0.11
H 0.293819 -1.892486 2.129093 0.22 0.03 -0.10
H 2.058280 -1.674575 1.979965 -0.19 -0.07 -0.05
H 2.221763 3.926475 1.633842 0.20 -0.05 -0.42
H -1.548542 2.277520 -2.575204 -0.43 -0.12 -0.10
H 1.077702 -2.084679 0.561098 0.07 0.13 0.18
H -0.768437 3.906178 0.205785 -0.17 -0.16 0.18
H 0.816627 2.141112 -5.148680 0.15 0.06 0.29
H 3.709187 0.180456 1.943912 -0.08 0.17 -0.36
H -2.729273 1.718176 -3.821129 -0.06 0.25 0.38
H -0.864227 -6.511185 -2.570235 -0.05 0.32 0.15
H -1.525251 3.375274 1.722297 0.10 -0.09 -0.23
H 0.442339 -0.378511 -5.008103 -0.03 -0.28 0.05
H -2.041138 2.661317 0.185322 0.30 0.07 0.20
H 2.969906 3.378427 0.115572 -0.24 0.14 0.17
H 3.131291 -2.160812 -3.886248 -0.31 -0.23 -0.13
```
Forces are in eV/Å.

Properties
- Spin multiplicity: 3
- Lowest unoccupied orbital energy (spin up / spin down): -0.1224 / -0.1377 hartree
- <S²>: 2.057
- Net charge: +1
- Electronic energy: -76141.065 eV
- Kohn-Sham gap (spin up / spin down): 5.934 / 5.530 eV

***

4.
Density functional theory data (wB97M-V/def2-TZVPD) for a structure of composition C24H18BrF2N6O2Rh at a distorted geometry.

Geometry as XYZ:
```
54
Properties=species:S:1:pos:R:3:forces:R:3
Rh 0.308807 2.168600 1.528620 -0.59 1.40 -0.70
Br 1.399868 -4.623279 -2.963899 0.10 -0.03 -0.01
F 0.814061 1.860430 4.325352 0.01 0.06 -0.03
F 2.135663 3.309071 3.311624 -0.12 -0.01 0.13
O 1.518288 3.599574 0.506484 0.63 -0.45 0.05
O -1.583744 1.864327 2.084731 -0.02 -1.00 0.37
N -4.432244 -1.402355 -1.308314 -0.57 0.61 -2.05
N -0.608074 1.525977 -0.367776 0.01 -0.09 -0.11
N 3.574518 2.665528 0.212408 0.03 -0.02 0.00
N 3.877891 -4.189863 2.426823 -0.02 0.05 -0.01
N 3.130644 4.841575 -0.423810 0.01 -0.03 0.02
N -4.032161 -1.963767 -2.406547 -0.15 -1.00 1.73
C -0.827038 0.846283 -2.633154 -0.06 -0.04 -0.02
C -2.753322 -2.564746 -2.435696 0.16 0.61 -0.47
C -3.724070 -0.480895 -0.617818 0.68 0.11 1.05
C -0.279981 -3.790859 -2.756960 -0.09 0.06 0.00
C -1.904676 -2.742838 -1.337591 -0.05 -0.20 0.05
C -2.022340 0.230203 -2.364137 0.08 0.10 -0.08
C 0.831511 2.796646 3.327998 0.22 0.04 -0.03
C 2.645547 -1.929048 2.118964 0.09 -0.24 0.01
C 2.602974 0.468722 2.319439 0.05 -0.09 0.02
C 3.266030 -0.740898 2.478955 0.05 0.12 0.00
C -2.523588 0.210642 -1.048677 -0.33 -0.13 -0.03
C -2.347055 -3.035098 -3.686076 0.04 0.03 -0.02
C 1.318710 0.519615 1.774723 -0.20 -0.33 0.23
C 0.696695 -0.689873 1.444468 0.13 -0.01 -0.04
C -4.208232 -0.200817 0.673269 0.16 -0.16 -0.39
C 2.707553 3.686455 0.139096 -0.17 0.18 -0.06
C -1.808540 0.946788 -0.094399 0.07 0.01 0.11
C -0.122307 1.451626 -1.586140 -0.03 0.11 0.09
C -0.675892 -3.356435 -1.499378 -0.07 -0.05 0.00
C -1.111180 -3.634999 -3.854747 -0.03 -0.01 -0.01
C 3.331778 -3.187161 2.290630 -0.10 0.14 -0.02
C 1.348679 -1.898613 1.611431 -0.01 0.01 -0.03
C -3.509445 0.570441 1.588678 -0.06 0.13 0.13
C -2.285657 1.131580 1.253750 0.09 0.20 0.05
H 0.845026 1.913030 -1.747246 0.01 -0.02 -0.01
H 4.551543 2.789290 0.018423 -0.01 0.01 -0.02
H 3.081833 1.371198 2.677486 -0.02 0.00 0.03
H -5.141036 -0.674946 0.949319 0.01 0.00 0.03
H -2.579602 -0.235291 -3.163574 0.02 0.05 0.02
H 4.260776 -0.764882 2.905238 -0.01 0.01 0.01
H -3.022537 -2.909117 -4.523160 0.02 -0.02 0.01
H 0.855609 -2.827870 1.358099 -0.01 0.00 0.02
H 0.189730 3.622883 3.658186 -0.02 0.02 0.00
H 3.289649 1.831629 0.703846 -0.03 -0.02 -0.01
H -0.021448 -3.507156 -0.652612 -0.01 0.00 0.01
H -0.796508 -3.984947 -4.828311 -0.01 -0.01 0.01
H -2.216371 -2.419748 -0.353338 0.06 -0.04 0.00
H -0.421037 0.861090 -3.634508 0.00 0.00 0.00
H 4.096383 5.016505 -0.629254 0.00 -0.01 0.00
H -0.315507 -0.696980 1.061433 0.00 -0.03 0.01
H -3.895209 0.739103 2.585731 0.01 -0.02 -0.02
H 2.489036 5.613673 -0.418081 0.01 0.01 0.03
```
Forces are in eV/Å.

Properties
- Lowest unoccupied orbital energy (spin up / spin down): -0.0417 / -0.0469 hartree
- Electronic energy: -116699.762 eV
- Kohn-Sham gap (spin up / spin down): 6.081 / 6.284 eV

***

5.
Density functional theory data (wB97M-V/def2-TZVPD) for a structure of composition C4H9NO2.

Geometry as XYZ:
```
16
Properties=species:S:1:pos:R:3:forces:R:3
O -0.445851 0.617735 0.783651 0.04 0.16 -0.13
O -0.023213 2.812065 -1.965637 0.04 0.06 0.02
N 0.066326 -1.581994 0.292073 -0.15 0.41 0.36
C -0.697225 2.198495 -1.039024 0.04 -0.17 0.32
C -0.027976 1.047997 -0.397039 -0.10 0.02 -0.11
C -0.260130 -0.714277 1.127680 0.14 -0.39 -0.18
C 0.238764 -2.944216 0.755333 0.02 -0.20 0.06
H -1.292167 2.770567 -0.294679 0.10 -0.05 -0.15
H 0.040599 -3.073710 1.829356 0.03 0.04 -0.16
H -1.428033 1.413639 -1.464994 -0.04 -0.02 -0.05
H 1.312866 2.623726 -1.086074 -0.06 -0.07 0.00
H -0.456592 -0.836962 2.194894 0.03 -0.03 -0.14
H 0.527254 0.335677 -1.004971 -0.04 0.12 0.07
H 1.263741 -3.261466 0.541549 -0.16 0.04 0.03
H 1.615557 2.187531 -0.461720 -0.02 0.00 0.00
H -0.433921 -3.594807 0.189603 0.11 0.08 0.07
```
Forces are in eV/Å.

Properties
- Lowest unoccupied orbital energy (spin up / spin down): -0.0078 / -0.0079 hartree
- Electronic energy: -9873.920 eV
- Kohn-Sham gap (spin up / spin down): 8.586 / 8.585 eV

***

6.
Density functional theory data (wB97M-V/def2-TZVPD) for the molecule CH4ClN3 at a distorted geometry.

Geometry as XYZ:
```
9
Properties=species:S:1:pos:R:3:forces:R:3
Cl -0.586841 -2.257981 1.082757 0.01 -0.04 -0.04
N -0.107127 2.041929 0.602933 -0.59 -2.93 0.02
N 0.194804 1.095130 -0.418975 0.63 1.35 -1.06
N 0.177870 -0.100131 -0.715240 -0.01 -0.97 -0.26
C -0.020407 -1.611791 -0.514039 -0.22 2.90 1.33
H -0.757102 -1.869164 -1.266772 0.06 -0.02 0.06
H 0.965651 -2.015759 -0.713012 -0.08 -0.01 0.01
H -0.226707 1.823702 1.588622 0.12 -0.17 -0.06
H 0.359859 2.894065 0.353727 0.09 -0.11 -0.01
```
Forces are in eV/Å.

Properties
- SMILES: N/N=N\CCl
- Lowest unoccupied orbital energy: 0.0350 hartree
- Electronic energy: -18090.505 eV
- Kohn-Sham gap: 8.840 eV

***

7.
Density functional theory data (wB97M-V/def2-TZVPD) for a cluster of 2 separate species, C4H5ClFNO3 in total at a distorted geometry.

Geometry as XYZ:
```
15
Properties=species:S:1:pos:R:3:forces:R:3
Cl 2.602978 -1.704815 -2.820567 -1.20 0.50 0.89
F 0.015338 -1.919894 -2.670649 1.00 1.97 0.39
O 1.749581 1.153500 -2.983098 0.24 -0.43 0.02
O 0.935185 -3.673634 -0.044807 0.23 -0.97 -0.26
O -0.479157 0.679591 -2.998962 1.25 0.00 -0.11
N 0.922699 0.258054 -2.879530 -2.46 -0.45 0.61
C 0.420158 -1.318092 0.055347 0.12 2.76 0.63
C 1.011214 -1.001134 -2.439282 1.33 -0.82 -2.84
C 1.217124 -0.280036 0.802607 0.72 -2.07 0.59
C 0.681712 -2.549142 -0.050792 0.28 -2.15 0.41
H -0.323433 -0.825436 -0.490490 -1.42 -0.18 -0.80
H 1.695567 0.308304 0.040873 0.87 0.42 0.15
H 1.867498 -0.773685 1.588199 -0.43 1.03 -1.08
H 0.460415 0.294939 1.252303 -0.54 1.09 1.02
H -0.352179 1.576165 -3.393681 0.02 -0.70 0.38
```
Forces are in eV/Å.

Properties
- SMILES: [O-]/[N+](O)=C(/F)Cl.CC=C=O
- Lowest unoccupied orbital energy (spin up / spin down): -0.0093 / -0.0093 hartree
- Electronic energy: -27095.348 eV
- Kohn-Sham gap (spin up / spin down): 8.435 / 8.436 eV

***

- Which of these has the highest electronic energy?
  C4H9NO2